The following is a DFT calculation (ωB97M-V/def2-TZVPD) of a molecular structure, C36H28N4O7P2Ru.

```
! RIJCOSX wB97M-V def2-TZVPD def2/J DEFGRID3
* xyz 2 5
Ru -0.4337 0.6738 -0.3634
C -2.2983 3.3418 0.4072
P -2.5105 1.5041 0.4856
C -2.4976 0.9914 2.1994
C -3.2901 -0.0712 2.6262
C -3.0817 -0.6207 3.8838
C -2.0724 -0.1306 4.7024
C -1.2678 0.9190 4.2709
C -1.4748 1.4748 3.0229
C -4.0539 1.0870 -0.3136
C -5.2660 1.4213 0.2962
C -6.4537 1.1380 -0.3548
C -6.4350 0.5282 -1.6042
C -5.2313 0.2000 -2.2105
C -4.0341 0.4783 -1.5680
C -1.0917 3.6672 -0.3858
C -0.5738 4.9288 -0.8225
C 0.6210 4.6795 -1.4291
C 0.8284 3.2672 -1.3723
C 1.9379 2.4142 -1.8519
P 1.9337 0.9130 -0.7814
C 2.8970 1.3061 0.6743
C 2.3462 1.1072 1.9380
C 3.1057 1.3896 3.0656
C 4.3988 1.8673 2.9277
C 4.9514 2.0605 1.6649
C 4.2067 1.7771 0.5353
C 2.6823 -0.4629 -1.6576
C 3.3457 -1.4324 -0.8977
C 3.8469 -2.5643 -1.5190
C 3.6860 -2.7383 -2.8894
C 3.0212 -1.7795 -3.6434
C 2.5117 -0.6444 -3.0305
N -0.2336 2.6711 -0.7493
H -2.1906 3.7502 1.4184
H -3.1903 3.8082 -0.0184
H -4.0667 -0.4686 1.9851
H -3.7054 -1.4372 4.2209
H -1.9114 -0.5698 5.6775
H -0.4842 1.3036 4.9098
H -0.8336 2.2851 2.6872
H -5.2819 1.8901 1.2734
H -7.3960 1.3908 0.1119
H -7.3679 0.3094 -2.1061
H -5.2245 -0.2735 -3.1827
H -3.0936 0.2238 -2.0406
H -1.0538 5.8827 -0.6734
H 1.2991 5.3905 -1.8731
H 2.8923 2.9410 -1.8449
H 1.7374 2.1103 -2.8852
H 1.3465 0.7014 2.0432
H 2.6898 1.2218 4.0499
H 4.9878 2.0841 3.8089
H 5.9650 2.4241 1.5649
H 4.6477 1.9078 -0.4465
H 3.4764 -1.2948 0.1697
H 4.3763 -3.3064 -0.9353
H 4.0838 -3.6209 -3.3732
H 2.9018 -1.9136 -4.7103
H 1.9874 0.0901 -3.6302
O 2.0067 -6.6881 -0.6420
N 1.6415 -5.9209 -1.5019
O 1.7670 -6.0643 -2.6974
C 1.0152 -4.6654 -1.0462
C 0.9655 -4.3933 0.3151
C 0.4581 -3.1835 0.7061
C -0.0502 -2.2350 -0.1908
O -0.5732 -1.1292 0.2815
C 0.0083 -2.5740 -1.5542
C 0.5413 -3.7848 -1.9830
N -0.4734 -1.6772 -2.5844
O -0.7617 -0.4909 -2.2998
O -0.5708 -2.0826 -3.7061
N 0.4798 -2.8148 2.1309
O 1.0888 -1.7994 2.4099
O -0.0859 -3.5487 2.9025
H 1.3370 -5.1094 1.0369
H 0.5939 -4.0309 -3.0339
*
```

Computed properties:
LUMO (alpha / beta) = -6.525 / -8.332 eV
Highest occupied orbital energy (alpha / beta) = -14.09 / -14.64 eV
⟨S²⟩ = 6.03
Energy relative to the best compared isomer or geometry (same formula, charge and spin) = 0.0 kJ/mol
Calculated total energy = -79216.2288 eV

***

The following is a DFT calculation (ωB97M-V/def2-TZVPD) of a single C2H4N4O2 molecule in a non-equilibrium geometry.

```
! RIJCOSX wB97M-V def2-TZVPD def2/J DEFGRID3
* xyz 0 1
C 1.3130 -0.2851 0.4061
C -0.6703 -0.5706 -0.5374
H -2.2477 0.8067 1.3259
H -2.2239 1.2214 -0.5211
H 0.9784 1.6153 1.1520
H 3.1953 -0.7343 -0.5055
N -1.6890 1.3831 0.5512
N -0.5295 0.7279 0.0374
N 0.5223 0.6199 0.9599
N 2.5806 -0.1103 0.2444
O 0.4585 -1.0836 -0.4651
O -1.6772 -0.9313 -1.1867
*
```

Computed properties:
LUMO = 0.526 eV
Highest occupied orbital energy = -9.36 eV
SMILES string = [H]/N=c1/[nH]n(N)c(=O)o1
Energy relative to the best compared isomer or geometry (same formula, charge and spin) = 302.5 kJ/mol
Calculated total energy = -12190.3527 eV

***

The following is a DFT calculation (ωB97M-V/def2-TZVPD) of 11 unconnected molecules or ions with the total composition C29H56O23 in a non-equilibrium geometry.

```
! RIJCOSX wB97M-V def2-TZVPD def2/J DEFGRID3
* xyz 0 1
C -3.3919 -0.4399 -2.7613
O -2.3405 0.0739 -1.9450
H -3.6304 -1.4092 -2.3393
H -4.2885 0.2572 -2.6676
H -3.1343 -0.5677 -3.7984
H -1.5727 0.3326 -2.4765
C -3.0543 -4.7220 -1.4885
O -2.8752 -4.9185 -0.1388
H -3.9514 -4.0910 -1.7389
H -2.1824 -4.2778 -2.0067
H -3.1460 -5.7159 -1.9758
H -2.9304 -4.0338 0.3445
C -3.7401 -2.0595 1.8329
O -2.6816 -2.9402 1.5507
H -3.9720 -2.0108 2.8908
H -3.6787 -1.0423 1.4432
H -4.7144 -2.4838 1.4250
H -1.9482 -2.4334 1.1205
C -1.0596 0.2519 3.7971
O -0.2307 0.7283 2.7137
H -1.0620 -0.8017 4.0846
H -0.7825 0.7384 4.7654
H -2.1152 0.5489 3.6610
H -0.7676 0.5345 1.8784
C 0.0644 -0.9326 0.0770
O -1.3250 -0.7812 0.5697
H 0.4127 -0.0042 -0.2847
H 0.6761 -1.2488 0.8474
H 0.0466 -1.7066 -0.7663
H -1.7788 -0.5321 -0.2538
C 2.7014 0.3194 -6.8397
C 2.2436 0.9833 -5.5978
C 1.3998 2.1843 -5.7615
O 0.1067 1.7441 -5.3446
C 0.1468 0.5486 -4.7202
O -0.7571 0.0758 -4.1265
O 1.3915 0.0880 -4.8999
H 1.9195 0.3215 -7.5389
H 3.0789 -0.6343 -6.5957
H 3.4915 0.9155 -7.3299
H 2.9794 1.2686 -4.8803
H 1.4965 2.7170 -6.7428
H 1.6818 2.9638 -5.0164
C -4.1565 2.2861 -0.5601
C -2.8562 2.9049 -0.9192
C -2.7497 3.3675 -2.3488
O -2.0445 4.6720 -2.3260
C -1.9264 5.0357 -1.0289
O -1.4339 6.0056 -0.6350
O -2.5644 4.1417 -0.2323
H -4.9492 3.0305 -0.5741
H -4.0637 1.8247 0.4588
H -4.3036 1.4213 -1.2406
H -2.0631 2.1987 -0.7417
H -3.7753 3.5328 -2.7844
H -2.3035 2.6887 -3.1326
C 2.4032 -0.2896 4.8945
C 3.2472 0.8507 4.3824
C 3.5718 0.9672 2.8737
O 3.3092 2.4118 2.6647
C 2.5931 2.9588 3.6188
O 2.1064 4.0434 3.5909
O 2.4650 2.0683 4.6244
H 2.0799 -0.2457 5.9335
H 3.0365 -1.1873 4.8405
H 1.5006 -0.4647 4.2875
H 4.1711 0.9953 4.9607
H 2.9372 0.4126 2.1724
H 4.5762 0.6009 2.6189
C 3.3742 -2.6189 -0.5996
C 4.1223 -1.3217 -1.0842
C 3.5363 -0.2860 -2.0081
O 4.3621 0.8684 -1.8113
C 4.8392 0.7296 -0.5240
O 5.4755 1.5980 0.0445
O 4.6807 -0.5363 -0.0227
H 3.1312 -3.2447 -1.4177
H 2.4840 -2.3266 -0.0144
H 4.1092 -3.1982 -0.0299
H 4.9751 -1.6229 -1.6574
H 2.4827 -0.0135 -1.8131
H 3.7526 -0.5208 -3.0471
C 2.3554 5.0787 0.2066
C 2.0483 3.6726 0.0044
C 0.6518 3.2606 0.5179
O 0.1625 2.3949 -0.4521
C 0.7698 2.6682 -1.6057
O 0.4682 2.0933 -2.6439
O 1.8435 3.4326 -1.4561
H 3.3434 5.2348 -0.2344
H 2.4701 5.3294 1.3027
H 1.6491 5.8149 -0.1598
H 2.7778 2.9075 0.3205
H 0.0140 4.1157 0.7406
H 0.7985 2.6514 1.4304
C -3.5556 -4.4833 4.3753
C -2.0389 -4.7459 4.2232
C -1.6858 -5.5210 2.9837
O -0.4737 -4.9352 2.5656
C -0.3752 -3.7311 3.1411
O 0.4326 -2.9277 2.8518
O -1.3098 -3.4798 4.0295
H -4.0535 -5.3787 4.7914
H -3.9006 -4.2669 3.3710
H -3.7893 -3.5329 4.9605
H -1.5379 -5.2376 5.0733
H -2.4376 -5.3615 2.1698
H -1.4853 -6.5992 3.1136
*
```

Computed properties:
LUMO = 0.400 eV
Highest occupied orbital energy = -9.84 eV
SMILES string = C[C@H]1COC(=O)O1.C[C@H]1COC(=O)O1.C[C@H]1COC(=O)O1.C[C@H]1COC(=O)O1.C[C@H]1COC(=O)O1.C[C@H]1COC(=O)O1.CO.CO.CO.CO.CO
Energy relative to the best compared isomer or geometry (same formula, charge and spin) = 172.9 kJ/mol
Calculated total energy = -78072.5291 eV

***

The following is a DFT calculation (ωB97M-V/def2-TZVPD) of 17 unconnected molecules or ions with the total composition C31H75Cl2FN32O21 in a non-equilibrium geometry.

```
! RIJCOSX wB97M-V def2-TZVPD def2/J DEFGRID3
* xyz 0 1
O 4.0098 -6.2068 -0.2926
C 3.0975 -5.5114 -0.5533
F 2.3127 -5.7383 -1.6410
C 2.6973 -4.2634 0.2633
C 2.0979 -3.2270 -0.7266
C 0.6962 -3.0474 -0.7552
O -0.1366 -3.7509 0.0789
C 0.1218 -2.1243 -1.6589
C -1.4026 -1.9301 -1.7377
C -1.8669 -2.7550 -2.9816
C -3.3940 -2.9356 -3.0373
Cl -3.8081 -3.8736 -4.5256
C 0.9206 -1.3713 -2.5431
C 2.3009 -1.5579 -2.4940
C 2.9096 -2.4679 -1.5798
C 4.4283 -2.5630 -1.5785
O 5.0467 -3.5749 -1.4000
C 5.1385 -1.2289 -1.8665
O 6.3192 -0.9303 -1.2492
C 4.5788 -0.4017 -2.7439
Cl 5.3150 1.1640 -3.1424
C 3.2194 -0.7804 -3.4192
O 2.9215 -0.5189 -4.5629
H 1.9021 -4.4994 0.9841
H 3.5882 -3.8094 0.7097
H -0.0539 -3.4311 0.9948
H -1.5761 -0.8612 -1.9358
H -1.8547 -2.2830 -0.8059
H -1.4120 -3.7614 -2.9297
H -1.4943 -2.2909 -3.9104
H -3.8892 -1.9535 -3.0848
H -3.7605 -3.4477 -2.1363
H 0.4870 -0.6604 -3.2499
H 6.1937 -0.1644 -0.6666
C 4.3850 3.6300 -0.0029
O 3.5900 2.7092 0.0119
N 5.3594 3.7463 -0.9524
N 4.3753 4.6279 0.9330
H 6.0242 4.4966 -0.9837
H 5.3976 3.0236 -1.6489
H 3.6740 4.5709 1.6488
H 5.0238 5.3977 0.9393
C -4.3053 -2.1136 1.2467
O -3.3703 -2.4724 0.5303
N -5.2687 -2.9666 1.6863
N -4.4404 -0.8257 1.6511
H -6.0348 -2.6817 2.2731
H -5.2036 -3.9305 1.4045
H -3.7359 -0.1670 1.3427
H -5.1925 -0.5050 2.2313
C 6.6044 1.6947 3.1678
O 5.4638 1.2647 3.2567
N 7.6139 1.2895 3.9843
N 6.9710 2.6260 2.2382
H 8.5525 1.6393 3.9089
H 7.3934 0.6084 4.6865
H 6.2586 2.9557 1.6117
H 7.9047 2.9895 2.1571
C -4.6189 -6.3463 -0.6987
O -5.7346 -5.9758 -0.3702
N -4.3778 -7.5827 -1.2205
N -3.5197 -5.5468 -0.5641
H -3.4688 -7.9037 -1.4949
H -5.1650 -8.1952 -1.3291
H -3.6658 -4.6256 -0.1784
H -2.5900 -5.8216 -0.8249
C -8.7498 -2.8342 3.4827
O -7.7138 -2.2357 3.7455
N -9.3157 -3.6987 4.3607
N -9.4065 -2.6785 2.3001
H -10.1610 -4.2045 4.1780
H -8.8479 -3.8246 5.2447
H -9.0071 -2.0449 1.6318
H -10.2534 -3.1606 2.0673
C 10.4744 -1.7818 -0.2299
O 11.4060 -1.6838 0.5517
N 10.6444 -1.7222 -1.5850
N 9.1856 -1.9583 0.1770
H 9.8930 -1.8014 -2.2442
H 11.5795 -1.5941 -1.9237
H 9.0192 -2.0076 1.1652
H 8.4078 -2.0389 -0.4539
C 5.8674 -3.1764 -6.2555
O 6.8102 -3.5057 -6.9548
N 4.9123 -4.0620 -5.8444
N 5.6859 -1.8948 -5.8237
H 4.1294 -3.8107 -5.2703
H 5.0130 -5.0148 -6.1415
H 6.3786 -1.2292 -6.1135
H 4.9347 -1.5741 -5.2446
C -6.9459 -1.3835 7.2182
O -7.5552 -2.4421 7.2177
N -6.3562 -0.8729 6.1018
N -6.8072 -0.6228 8.3470
H -5.8534 -0.0065 6.0837
H -6.4428 -1.4106 5.2529
H -7.2301 -0.9698 9.1879
H -6.3130 0.2482 8.3737
C -2.6353 -7.7716 2.8767
O -3.7554 -8.2026 3.0787
N -1.5632 -8.0964 3.6660
N -2.3339 -6.9208 1.8592
H -0.6353 -7.7457 3.5110
H -1.7266 -8.7182 4.4367
H -3.0822 -6.6361 1.2494
H -1.4096 -6.5641 1.6919
C -2.9445 2.4476 -0.1954
O -2.8821 1.3962 0.4356
N -1.8234 3.1429 -0.5488
N -4.1090 3.0065 -0.5945
H -1.8468 4.0016 -1.0639
H -0.9374 2.7604 -0.2723
H -4.9528 2.5207 -0.3526
H -4.1693 3.8799 -1.1212
C 10.7781 4.0756 3.3473
O 9.9912 3.1414 3.3944
N 11.7276 4.1788 2.3775
N 10.7670 5.0852 4.2613
H 12.3835 4.9341 2.3187
H 11.7622 3.4476 1.6899
H 10.0776 5.0369 4.9892
H 11.4022 5.8600 4.2426
C -0.7347 -3.8780 3.9105
O 0.1976 -4.2033 3.1786
N -1.6333 -4.7758 4.3895
N -0.9366 -2.5898 4.2991
H -2.4025 -4.5294 4.9836
H -1.5081 -5.7402 4.1306
H -0.2893 -1.9004 3.9622
H -1.6899 -2.3005 4.8935
C -4.6290 6.4400 -2.3581
O -4.5941 5.3947 -1.7146
N -3.4994 7.1147 -2.7130
N -5.7888 7.0039 -2.7645
H -3.5058 7.9685 -3.2369
H -2.6207 6.7246 -2.4277
H -6.6387 6.5316 -2.5162
H -5.8446 7.8608 -3.2854
C -5.5213 -0.6944 -6.2447
O -4.7645 -0.6849 -5.2934
N -5.8885 0.4457 -6.9071
N -6.0661 -1.8477 -6.7292
H -6.5101 0.4579 -7.6927
H -5.5043 1.3108 -6.5752
H -5.8133 -2.7020 -6.2628
H -6.6916 -1.8841 -7.5109
C -6.8674 11.0169 -3.2644
O -6.8217 9.9742 -2.6291
N -5.7463 11.7092 -3.6209
N -8.0429 11.5750 -3.6678
H -5.7625 12.5660 -4.1407
H -4.8628 11.3286 -3.3373
H -8.8875 11.0921 -3.4213
H -8.1047 12.4291 -4.1883
C 4.5285 8.4558 2.2621
O 5.4918 8.1468 1.5791
N 3.5590 7.5574 2.5960
N 4.3437 9.7183 2.7446
H 2.7561 7.7764 3.1542
H 3.6747 6.6237 2.2532
H 5.0409 10.4025 2.5155
H 3.5600 9.9907 3.3065
*
```

Computed properties:
LUMO = -0.578 eV
Highest occupied orbital energy = -8.78 eV
Calculated total energy = -151824.7271 eV